{
  "formula": "C4H16Si3",
  "method": "ωB97M-V/def2-TZVPD",
  "elements": ["C", "C", "C", "C", "Si", "Si", "Si", "H", "H", "H", "H", "H", "H", "H", "H", "H", "H", "H", "H", "H", "H", "H", "H"],
  "xyz": [[2.03, -0.78, -1.30], [-1.37, -1.44, -1.24], [-1.38, -0.44, 1.83], [-2.45, 1.33, -0.58], [2.69, 1.12, 1.52], [1.18, 0.71, -0.22], [-1.09, -0.02, -0.06], [1.56, -1.68, -1.35], [1.94, -0.30, -2.26], [3.08, -0.78, -1.14], [-0.57, -2.17, -1.14], [-2.29, -2.00, -1.00], [-1.44, -1.16, -2.24], [-2.21, 0.15, 2.29], [-1.76, -1.51, 1.98], [-0.50, -0.59, 2.39], [-3.37, 0.89, -0.92], [-2.56, 1.94, 0.29], [-2.25, 2.05, -1.33], [2.37, 1.60, 2.86], [3.97, 1.62, 0.87], [3.25, -0.27, 1.98], [1.16, 1.72, -1.25]],
  "smiles": "C[Si@H]([SiH3])[Si](C)(C)C",
  "lumo_ev": 0.79,
  "spin_multiplicity": 1,
  "homo_lumo_gap_ev": 10.0,
  "relative_energy_kcal_mol": 15.6,
  "homo_ev": -9.2363
}


{
  "formula": "C2H3O3S",
  "method": "ωB97M-V/def2-TZVPD",
  "elements": ["C", "C", "O", "O", "O", "S", "H", "H", "H"],
  "xyz": [[-1.45, -0.43, -0.13], [-0.49, 0.50, -0.19], [2.19, 1.01, -0.53], [-2.63, -0.20, -0.37], [1.67, -1.43, -0.08], [1.34, -0.03, 0.03], [-1.35, -1.38, 0.40], [-0.78, 1.51, -0.55], [1.50, 0.44, 1.42]],
  "smiles": "O=CC=[S@H](=O)[O-]",
  "lumo_ev": 3.82,
  "charge": -1,
  "spin_multiplicity": 1,
  "homo_lumo_gap_ev": 7.5,
  "relative_energy_kcal_mol": 70.4,
  "homo_ev": -3.6538
}


{
  "formula": "C3H11N2",
  "method": "ωB97M-V/def2-TZVPD",
  "elements": ["C", "C", "C", "N", "N", "H", "H", "H", "H", "H", "H", "H", "H", "H", "H", "H"],
  "xyz": [[0.50, 0.88, -1.01], [-0.97, -0.97, -1.20], [-0.35, -0.03, 1.27], [0.78, 0.30, 1.96], [0.15, -0.39, -0.45], [-0.43, 1.53, -0.91], [1.28, 1.21, -0.30], [0.84, 0.89, -2.02], [-1.78, -0.19, -1.36], [-0.49, -1.26, -2.16], [-1.42, -1.98, -0.88], [-0.96, 0.84, 1.24], [-0.84, -0.86, 1.67], [1.45, -0.28, 2.57], [1.19, 1.21, 2.06], [1.06, -0.91, -0.47]],
  "smiles": "C[NH+](C)CN",
  "lumo_ev": -2.89,
  "charge": 1,
  "spin_multiplicity": 1,
  "homo_lumo_gap_ev": 11.7,
  "relative_energy_kcal_mol": 43.5,
  "homo_ev": -14.5714
}


{
  "formula": "C14H28N7O",
  "method": "ωB97M-V/def2-TZVPD",
  "elements": ["C", "C", "O", "C", "N", "C", "C", "C", "C", "N", "C", "N", "N", "H", "H", "H", "H", "H", "H", "H", "H", "H", "H", "H", "H", "H", "H", "H", "H", "H", "H", "H", "C", "C", "N", "H", "H", "H", "C", "C", "N", "H", "H", "H", "C", "C", "N", "H", "H", "H"],
  "xyz": [[3.22, -2.90, 0.19], [3.13, -1.38, 0.12], [1.87, -0.94, -0.30], [1.97, -0.26, -1.58], [2.26, -1.33, -2.59], [0.57, 0.32, -1.88], [-0.34, 0.45, -0.65], [-1.70, 1.03, -1.06], [-2.96, 0.25, -0.62], [-2.69, -1.10, -0.09], [-3.84, -1.85, 0.06], [-4.82, -1.52, 0.79], [-3.91, -3.07, -0.66], [2.97, -3.21, 1.20], [2.57, -3.36, -0.52], [4.23, -3.25, -0.01], [3.91, -0.98, -0.51], [3.33, -0.98, 1.12], [2.16, -0.87, -3.49], [1.47, -2.00, -2.54], [0.64, 1.30, -2.33], [0.05, -0.32, -2.62], [-0.38, -0.47, -0.09], [0.14, 1.17, 0.00], [-1.80, 2.04, -0.72], [-1.72, 1.09, -2.14], [-3.61, 0.15, -1.49], [-3.53, 0.83, 0.09], [-2.04, -1.59, -0.69], [-4.61, -0.66, 1.30], [-4.59, -3.61, -0.14], [-4.37, -2.83, -1.53], [3.56, 2.59, 1.38], [4.65, 1.63, 1.50], [5.48, 0.86, 1.59], [3.77, 3.47, 2.00], [3.45, 2.90, 0.35], [2.63, 2.14, 1.72], [5.96, 5.26, 4.17], [4.79, 5.86, 3.52], [3.88, 6.30, 3.01], [6.54, 4.70, 3.45], [6.58, 6.05, 4.60], [5.63, 4.60, 4.97], [-7.83, -2.46, -1.25], [-6.85, -3.10, -2.11], [-6.06, -3.61, -2.77], [-8.24, -3.20, -0.56], [-7.35, -1.67, -0.68], [-8.64, -2.04, -1.85]],
  "lumo_ev": 2.26,
  "charge": -1,
  "spin_multiplicity": 1,
  "homo_lumo_gap_ev": 3.6,
  "homo_ev": -1.3004
}


{
  "formula": "C22H20GaIN2O2Te",
  "method": "ωB97M-V/def2-TZVPD",
  "elements": ["Ga", "C", "C", "N", "C", "C", "C", "O", "C", "C", "N", "C", "C", "C", "C", "C", "C", "I", "C", "O", "H", "H", "H", "H", "H", "H", "H", "H", "H", "H", "H", "H", "C", "Te", "C", "C", "C", "C", "C", "C", "C", "H", "H", "H", "H", "H", "H", "H", "H"],
  "xyz": [[1.32, 0.32, 0.64], [2.88, 0.20, -3.52], [1.71, 1.08, -3.21], [1.03, 1.60, -4.21], [0.01, 2.44, -3.98], [-0.40, 2.82, -2.72], [-1.59, 3.74, -2.57], [-1.38, 4.84, -1.69], [0.28, 2.24, -1.61], [-0.09, 2.64, -0.28], [0.24, 2.02, 0.81], [-0.10, 2.51, 2.09], [-1.29, 3.17, 2.37], [-1.58, 3.60, 3.65], [-0.68, 3.38, 4.69], [0.51, 2.71, 4.45], [0.77, 2.28, 3.16], [2.63, 1.25, 2.80], [1.35, 1.36, -1.88], [2.10, 0.79, -0.91], [2.92, 0.01, -4.58], [2.80, -0.75, -2.98], [3.81, 0.67, -3.19], [-0.50, 2.82, -4.86], [-2.43, 3.18, -2.16], [-1.89, 4.09, -3.56], [-0.94, 5.55, -2.16], [-0.67, 3.56, -0.20], [-2.01, 3.32, 1.57], [-2.51, 4.12, 3.84], [-0.91, 3.72, 5.69], [1.22, 2.54, 5.25], [0.89, -3.14, -0.41], [-0.49, -1.54, 0.08], [-0.96, -2.87, 1.72], [-0.80, -4.22, 1.07], [-1.53, -5.32, 1.50], [-1.30, -6.56, 0.92], [-0.36, -6.71, -0.08], [0.37, -5.61, -0.52], [0.14, -4.36, 0.05], [1.82, -2.98, 0.14], [1.09, -3.13, -1.48], [-1.97, -2.68, 2.07], [-0.25, -2.70, 2.54], [-2.27, -5.21, 2.29], [-1.89, -7.41, 1.25], [-0.19, -7.67, -0.53], [1.09, -5.71, -1.32]],
  "lumo_ev": -7.68,
  "charge": 2,
  "spin_multiplicity": 1,
  "homo_lumo_gap_ev": 6.6,
  "homo_ev": -14.3238
}


{
  "formula": "C6H20IO6",
  "method": "ωB97M-V/def2-TZVPD",
  "elements": ["I", "C", "O", "H", "H", "H", "H", "C", "O", "H", "H", "H", "H", "C", "C", "O", "O", "H", "H", "H", "H", "H", "H", "C", "C", "O", "O", "H", "H", "H", "H", "H", "H"],
  "xyz": [[-0.24, -0.73, -1.83], [-2.80, -3.48, 0.22], [-2.35, -3.45, -1.07], [-3.47, -4.33, 0.32], [-2.10, -3.42, 1.05], [-3.46, -2.62, 0.35], [-1.72, -2.73, -1.19], [-1.78, 3.12, -2.78], [-2.03, 1.88, -3.44], [-2.45, 3.87, -3.19], [-1.90, 3.02, -1.70], [-0.81, 3.51, -3.07], [-1.40, 1.21, -3.15], [-0.66, 1.16, 2.78], [-1.23, 1.35, 1.38], [-0.30, 2.14, 0.64], [0.22, 0.04, 2.78], [-1.46, 0.93, 3.48], [-0.22, 2.03, 3.26], [-2.21, 1.83, 1.35], [-1.28, 0.39, 0.86], [0.00, 1.60, -0.10], [1.00, 0.33, 2.31], [3.84, -1.41, 0.17], [3.38, 0.04, 0.36], [2.02, 0.14, 0.69], [3.53, -2.00, -1.09], [3.35, -2.07, 0.89], [4.91, -1.45, 0.35], [3.59, 0.65, -0.51], [3.93, 0.56, 1.14], [1.54, -0.13, -0.10], [2.57, -1.99, -1.17]],
  "lumo_ev": [0.22, -4.91],
  "spin_multiplicity": 2,
  "homo_lumo_gap_ev": [10.3, 5.1],
  "s_squared": 0.753,
  "relative_energy_kcal_mol": 0.0,
  "homo_ev": [-10.0378, -10.0317]
}


no.,total energy (eV)
1,-28038.986
2,-19099.199
3,-6261.696
4,-27447.259
5,-97968.857
6,-26928.452